(1)
117
Properties=species:S:1:pos:R:3:forces:R:3:mulliken_charge:R:1 method="wB97M-V/def2-TZVPD" gap_ev="7.60 / 2.38" max_force_ha_per_bohr=0.0559 e_above_lowest_kj_mol=388.55
Cs -1.9170 1.7345 -2.3505 0.28 -0.08 0.28 0.08
C 1.9899 1.3765 1.8024 1.45 0.46 0.64 -1.36
C 1.6756 0.6035 3.1093 0.38 -1.13 -1.05 -0.15
As 0.3788 1.6267 4.2187 -0.41 -0.47 -0.79 0.34
C 1.2248 1.3803 5.9071 0.50 0.89 1.36 0.51
C 2.4854 2.0020 6.0512 -0.08 -0.61 -0.92 -0.52
C 3.0300 2.3235 7.2884 0.16 -1.27 -0.49 -0.58
C 2.3431 1.9212 8.4473 0.52 1.09 0.38 -0.37
C 1.0565 1.4397 8.3362 0.42 -0.47 -1.75 -0.68
C 0.5233 1.1205 7.0726 -0.48 0.07 0.72 -0.13
C -1.0125 0.2463 4.3446 0.89 -0.36 0.82 0.25
C -0.6862 -1.0235 4.8608 -1.63 -0.69 -0.97 -0.07
C -1.6257 -2.0839 4.8776 -0.87 2.65 -0.48 -0.94
C -2.9466 -1.7712 4.4490 1.42 1.02 -0.13 -0.53
C -3.2324 -0.5254 3.8878 1.08 -0.14 0.87 -0.60
C -2.2864 0.5029 3.9142 -0.86 -0.29 -0.71 -0.60
As 3.5025 0.7476 0.5022 -0.76 -0.01 0.40 0.13
C 4.9026 1.6198 1.5048 0.26 -0.30 1.50 -0.01
C 5.3056 1.2036 2.8013 0.63 0.23 -0.45 -0.01
C 5.9244 2.0994 3.6905 -0.54 -0.59 -1.09 -0.65
C 6.3384 3.3357 3.1967 -0.68 0.86 -0.22 -0.52
C 5.9125 3.7895 1.9039 1.31 -1.19 1.60 -0.54
C 5.2134 2.9137 1.1104 -0.58 0.39 -0.80 -0.23
C 3.8612 -1.1031 1.0133 -1.14 -0.15 1.07 0.49
C 5.1574 -1.5853 1.0419 1.53 2.06 -1.30 -0.23
C 5.4676 -2.9038 1.2079 -1.37 -1.19 0.46 -0.76
C 4.4156 -3.7817 1.5275 -0.40 0.52 0.06 -0.46
C 3.0938 -3.3307 1.5541 -0.20 0.23 -0.10 -0.83
C 2.8072 -1.9779 1.3335 0.38 0.20 0.02 -0.08
H 2.3441 2.3906 2.1397 -0.17 -0.74 -0.73 0.48
H 1.1471 1.5355 1.1331 -0.29 -0.15 0.27 0.58
H 2.5969 0.3258 3.6991 -0.81 0.57 -0.60 0.26
H 1.2175 -0.3723 2.8219 0.10 0.78 0.59 0.25
H 3.0339 2.0869 5.0894 -0.01 0.63 0.89 0.16
H 4.0428 2.7187 7.2856 -0.20 0.05 0.38 0.39
H 2.8027 2.0576 9.4418 -0.35 0.10 -0.63 0.33
H 0.4275 1.2925 9.1625 -0.46 -0.39 1.23 0.44
H -0.4776 0.6690 7.0640 0.35 0.33 -0.22 0.25
H 0.3014 -1.1735 5.2012 1.00 -0.35 0.34 0.56
H -1.3915 -3.0554 5.2265 0.27 -0.69 0.47 0.46
H -3.7789 -2.3912 4.6335 -0.55 -1.21 -0.18 0.42
H -4.1754 -0.3105 3.4537 -0.94 0.02 -0.03 0.52
H -2.6123 1.4787 3.5634 0.36 -0.02 -0.09 0.36
H 5.3659 0.1532 3.1180 -1.03 0.35 -0.24 0.25
H 5.9668 1.7245 4.7214 0.82 0.58 -0.36 0.45
H 6.9541 3.9475 3.8523 -0.25 0.24 -0.22 0.37
H 6.2084 4.7229 1.4537 0.15 0.30 0.41 0.45
H 4.8939 3.2969 0.1296 -0.02 -0.41 0.37 0.34
H 5.9808 -0.8304 0.8504 -0.89 -1.08 0.08 0.29
H 6.4441 -3.2907 1.0227 0.67 -0.03 0.39 0.44
H 4.5738 -4.7785 1.8956 0.38 -0.48 -0.48 0.39
H 2.2652 -4.0424 1.6881 0.50 0.38 0.34 0.38
H 1.8126 -1.5548 1.5377 0.38 -0.58 -0.71 0.33
Cl 1.5124 7.0173 -0.3770 -1.67 1.16 -0.41 -0.13
C 2.8564 6.1022 -0.2810 1.53 -1.06 1.40 -0.49
H 3.3329 5.7353 -1.1736 0.02 -0.03 0.05 0.34
H 3.1584 5.8785 0.7578 0.13 -0.09 -1.02 0.28
C -1.5018 3.5906 -5.5635 -0.04 -0.83 -0.46 -0.91
Te -1.4322 1.4182 -6.1077 -0.21 1.13 0.19 0.19
C -3.5446 1.2023 -5.7743 0.09 0.53 -0.07 -0.84
H -2.5465 3.9081 -5.6286 0.15 -0.19 0.42 0.20
H -0.9615 4.1944 -6.2689 0.33 -0.05 -0.65 0.33
H -1.0065 3.7697 -4.6161 -0.35 -0.11 0.40 0.26
H -4.0167 2.0697 -6.2327 -0.04 -0.20 -0.28 0.28
H -3.7905 1.2782 -4.7190 0.00 -0.37 0.13 0.14
H -3.9030 0.2758 -6.2196 0.02 0.07 0.11 0.32
C 2.7896 -8.9483 -6.4067 0.55 -0.37 -0.27 -1.35
C 2.8535 -7.5318 -5.9384 0.26 1.06 0.29 0.75
C 1.9023 -6.5793 -6.2898 -0.62 1.12 0.78 -0.54
C 1.9700 -5.2476 -5.7800 1.80 -1.10 0.06 -0.51
C 3.1063 -4.8889 -5.0078 -0.88 -0.83 -0.32 0.34
N 3.2534 -3.5714 -4.5583 -0.90 0.34 0.67 -0.02
C 2.2987 -2.7979 -3.9068 -0.04 1.67 -0.80 0.28
O 2.3565 -1.5612 -3.8117 0.62 -2.27 -0.09 -0.68
N 1.2330 -3.5360 -3.4452 -1.22 -1.75 -0.94 -0.04
C 0.0466 -2.9853 -2.9251 -0.95 -0.20 0.38 0.36
C -1.1654 -3.7280 -2.8539 0.36 -0.29 0.47 -0.41
C -2.1835 -3.2783 -2.0069 0.53 1.18 1.12 -0.63
C -1.9669 -2.0455 -1.3037 -0.73 -1.60 0.34 -0.44
N -0.8930 -1.2786 -1.4942 -1.43 -0.27 -0.06 -0.41
C 0.0298 -1.7164 -2.3285 0.89 0.71 -0.60 -0.37
C 4.1110 -5.8258 -4.6938 -1.43 0.50 -0.70 -0.95
C 3.9713 -7.0926 -5.1935 -0.30 -1.04 -0.17 -0.42
H 2.5715 -9.7159 -5.6349 -0.11 0.68 -0.29 0.27
H 3.8047 -9.1714 -6.7663 -0.37 -0.31 -0.18 0.36
H 2.0820 -9.0300 -7.2375 0.13 -0.23 0.18 0.34
H 1.0453 -6.8311 -6.9204 0.29 -0.11 0.20 0.31
H 1.2458 -4.4671 -5.9953 0.01 -0.30 -0.27 0.59
H 4.1277 -3.1640 -4.7605 0.72 0.89 0.00 0.28
H 1.1136 -4.5151 -3.8416 0.45 1.85 0.95 0.29
H -1.3103 -4.7136 -3.3372 0.44 0.65 0.20 0.37
H -3.0516 -3.9037 -1.7065 0.64 0.58 -0.71 0.34
H -2.6741 -1.7720 -0.4825 0.61 0.01 -0.91 0.39
H 0.7852 -0.9753 -2.5937 0.12 -0.62 0.38 0.76
H 4.9138 -5.5418 -4.0479 0.46 0.12 0.13 0.47
H 4.7357 -7.8324 -4.9940 0.10 -0.03 0.14 0.35
C -9.0564 5.4087 -0.7265 1.33 0.55 0.01 -1.36
Ge -7.2917 4.5274 -0.2191 -1.45 0.04 -0.02 0.63
C -7.5976 3.0500 1.0909 0.60 0.96 0.11 -1.18
C -5.9203 5.7489 0.4554 1.03 -0.41 0.80 -1.06
C -6.7564 3.8575 -1.9643 0.19 -0.16 -0.18 -0.99
Se -5.2910 2.6223 -1.5262 -0.52 -0.87 -0.34 -0.19
C -6.4283 0.9929 -1.4259 0.45 -1.23 -0.99 -0.79
H -9.5510 5.0768 -1.6251 0.04 -0.85 -0.26 0.37
H -8.8007 6.4297 -1.0054 0.12 0.35 0.24 0.40
H -9.7835 5.4699 0.0488 -0.52 -0.02 0.76 0.42
H -7.8788 3.5862 2.0161 -0.27 -0.42 -0.34 0.40
H -6.6500 2.5423 1.3336 -0.39 0.03 -0.34 0.29
H -8.3663 2.3564 0.7550 0.00 0.02 0.24 0.33
H -6.3770 6.6836 0.8273 0.42 -0.31 -0.35 0.38
H -5.1932 5.9118 -0.3791 -0.61 0.24 0.73 0.31
H -5.3174 5.2834 1.3165 -0.99 0.60 -1.26 0.27
H -6.4020 4.6272 -2.6964 -0.53 -0.80 0.58 0.40
H -7.5965 3.2293 -2.3141 0.57 0.52 -0.36 0.39
H -5.9065 0.2734 -0.7590 -0.51 0.63 -0.12 0.29
H -6.4735 0.4442 -2.4218 0.07 1.01 1.02 0.29
H -7.4682 1.1833 -1.1045 0.74 0.16 0.09 0.27

=====

(2)
9
Properties=species:S:1:pos:R:3:forces:R:3:mulliken_charge:R:1 method="wB97M-V/def2-TZVPD" gap_ev=9.48 smiles="O=CO.SS" max_force_ha_per_bohr=0.0632 e_above_lowest_kj_mol=50.66
S -0.7169 -0.3772 2.2264 0.13 -0.41 0.11 -0.15
S 0.6725 1.1554 2.1042 -0.29 0.17 0.41 -0.19
H -1.0395 -0.3949 3.5411 0.06 0.42 -0.26 0.18
H 1.5595 0.7395 3.0253 0.07 -0.19 -0.26 0.17
O 1.1340 -0.5077 -2.8807 -2.89 0.55 0.91 -0.45
C -0.0475 -0.3367 -2.5808 2.96 -0.25 -1.32 0.22
O -0.5524 -0.4386 -1.3374 -0.56 0.27 0.03 -0.36
H -0.8065 -0.0853 -3.3447 0.08 -0.33 0.24 0.30
H -0.2033 0.2455 -0.7534 0.45 -0.23 0.15 0.28

=====

(3)
11
Properties=species:S:1:pos:R:3:forces:R:3:mulliken_charge:R:1 method="wB97M-V/def2-TZVPD" gap_ev=9.18 smiles="[H]/N=c1/nn[nH]nc1O" max_force_ha_per_bohr=0.1160 e_above_lowest_kj_mol=431.48
C -0.4165 -0.5575 -0.2107 -0.96 -0.70 2.56 0.64
C -0.3213 0.9275 -0.1318 -5.26 0.66 -0.38 0.47
H -1.5867 -2.0398 0.1206 -0.59 2.99 0.20 0.37
H 2.6886 -0.9668 0.2801 -3.58 0.81 -1.73 0.33
H -2.3522 1.4851 -0.0408 1.71 -0.86 -0.40 0.25
N 0.6173 -1.3413 -0.0887 -1.74 1.77 -0.44 -0.57
N 1.7145 -0.5363 -0.1307 5.34 -2.14 1.59 0.18
N 1.8330 0.7518 0.0887 0.33 1.66 -0.09 -0.34
N 0.8495 1.5568 0.0534 3.02 -1.27 0.07 -0.24
N -1.3333 1.7138 -0.0760 -0.62 0.28 0.14 -0.64
O -1.6930 -0.9932 0.1359 2.34 -3.18 -1.52 -0.46

=====

(4)
32
Properties=species:S:1:pos:R:3:forces:R:3:mulliken_charge:R:1 method="wB97M-V/def2-TZVPD" gap_ev=5.82 max_force_ha_per_bohr=0.0244 charge=+4 e_above_lowest_kj_mol=72.89
W 0.2514 0.0828 0.1205 -0.13 1.20 0.35 1.75
C -3.4977 -1.2236 -1.6234 0.00 0.00 0.00 -0.78
C -3.1413 -1.4039 -2.9564 0.03 0.01 -0.01 -0.49
C -1.8029 -1.2529 -3.3424 -0.04 -0.12 0.04 -0.61
C -0.8616 -0.9357 -2.3982 0.05 0.19 -0.07 1.23
N -1.2173 -0.7394 -1.0790 0.00 0.08 -0.05 0.03
C -2.5294 -0.8714 -0.7148 -0.01 -0.05 0.05 0.19
C 0.5730 -0.7381 -2.6658 0.02 -0.21 0.17 0.51
C 1.1900 -0.8560 -3.8830 -0.03 0.03 -0.03 -0.66
C 2.5746 -0.6674 -3.9762 0.01 0.00 0.01 -0.44
C 3.3167 -0.3680 -2.8316 0.00 0.00 0.00 -0.87
C 2.6709 -0.2681 -1.6284 0.01 0.04 -0.05 -0.01
N 1.3086 -0.4373 -1.5302 -0.13 -0.18 -0.12 -0.15
H -4.5224 -1.3415 -1.2934 0.00 0.00 0.01 0.46
H -3.8924 -1.6568 -3.6973 0.00 0.00 0.00 0.51
H -1.5219 -1.3997 -4.3768 0.00 0.00 0.00 0.47
H -2.7705 -0.6985 0.3249 0.01 0.00 0.00 0.45
H 0.6202 -1.0934 -4.7716 0.00 0.01 0.00 0.47
H 3.0686 -0.7604 -4.9382 0.00 0.00 0.00 0.52
H 4.3881 -0.2145 -2.8791 0.00 0.00 0.01 0.47
H 3.2056 -0.0223 -0.7209 0.00 0.01 0.01 0.56
O 1.7610 -3.0453 1.6973 0.20 0.12 -0.09 -0.37
P 2.2318 -1.6913 2.2311 -0.19 0.30 0.13 0.80
O 2.8193 -1.4542 3.5127 0.12 0.27 -0.19 -0.31
O 1.7749 -0.6102 1.2212 0.11 -1.06 0.33 -0.29
O -0.7664 0.0058 1.8129 -0.11 0.20 -0.45 -0.35
P -1.1884 0.9619 3.0282 0.02 -0.18 0.18 0.63
O -2.6833 1.1323 2.7756 -0.13 -0.07 -0.13 -0.29
O 0.8277 1.8157 0.2767 0.01 -0.13 -0.03 -0.20
O -0.3899 1.7083 -0.4924 0.22 -0.38 0.04 -0.13
H 2.0067 -3.8370 2.2361 -0.06 -0.08 -0.12 0.45
H -3.3092 1.6482 3.3377 0.04 0.00 0.05 0.45